{"formula": "C2H3FI2O", "method": "the ωB97M-V functional and the def2-TZVPD basis", "symbols": ["C", "C", "O", "F", "I", "I", "H", "H", "H"], "coordinates": [[0.04, 0.58, -0.03], [-2.83, -0.11, -0.77], [-0.09, -0.07, 1.08], [-2.85, 0.01, -2.09], [-2.93, -2.03, 0.11], [-3.89, 1.50, 0.25], [0.49, 1.49, 0.06], [0.11, 0.10, -0.98], [-0.40, -0.95, 0.95]], "mulliken_charge": [-0.506, -0.091, -0.367, -0.159, 0.104, 0.074, 0.351, 0.327, 0.265], "multiplicity": 1, "largest_force_ha_per_bohr": 0.055, "molar_mass_g_mol": 315.9, "homo_energy_ev": [-7.11, -8.30], "orbital_gap_ev": [6.1, 7.7], "e_above_lowest_kcal_mol": 67.9, "e_lumo_ha": [-0.03811, -0.02324], "charge": 0}

=====

{"formula": "C32H62N2O5", "method": "the ωB97M-V functional and the def2-TZVPD basis", "symbols": ["C", "C", "C", "C", "C", "C", "C", "C", "C", "C", "C", "C", "C", "N", "C", "C", "N", "C", "C", "C", "C", "O", "C", "O", "C", "C", "C", "O", "C", "H", "H", "H", "H", "H", "H", "H", "H", "H", "H", "H", "H", "H", "H", "H", "H", "H", "H", "H", "H", "H", "H", "H", "H", "H", "H", "H", "H", "H", "H", "H", "H", "H", "H", "H", "H", "H", "H", "H", "H", "H", "H", "C", "C", "O", "C", "C", "H", "H", "H", "H", "H", "H", "H", "H", "H", "H", "C", "C", "O", "C", "C", "H", "H", "H", "H", "H", "H", "H", "H", "H", "H"], "coordinates": [[-7.73, 6.17, 2.95], [-7.03, 6.20, 1.53], [-5.46, 6.13, 1.71], [-5.00, 4.76, 2.40], [-3.43, 4.62, 2.18], [-3.17, 3.37, 1.20], [-1.65, 2.89, 1.46], [-1.58, 1.30, 1.68], [-0.30, 0.71, 0.94], [0.65, -0.16, 1.85], [1.14, -1.52, 1.13], [-0.13, -2.40, 0.71], [-0.18, -2.43, -0.88], [-0.08, -2.48, -2.05], [-0.05, -3.94, 1.16], [0.83, -4.68, 0.10], [1.29, -5.45, -0.64], [0.48, -4.16, 2.63], [0.48, -5.71, 3.06], [-0.80, -6.14, 3.89], [-0.50, -7.24, 4.99], [0.54, -8.17, 4.58], [0.89, -9.02, 5.63], [1.29, -10.15, 5.46], [-1.58, -4.47, 1.14], [-1.76, -5.91, 0.48], [-2.09, -5.71, -1.04], [-1.90, -6.90, -1.81], [-2.28, -6.55, -3.17], [-8.74, 6.67, 2.90], [-7.08, 6.70, 3.71], [-7.79, 5.09, 3.27], [-7.27, 7.15, 0.98], [-7.35, 5.28, 0.97], [-4.92, 6.15, 0.71], [-5.07, 6.98, 2.33], [-5.25, 4.79, 3.50], [-5.58, 3.90, 1.96], [-2.99, 5.51, 1.64], [-2.87, 4.46, 3.14], [-3.87, 2.52, 1.41], [-3.31, 3.69, 0.12], [-1.10, 3.14, 0.49], [-1.16, 3.45, 2.30], [-1.64, 1.03, 2.76], [-2.50, 0.91, 1.13], [0.33, 1.55, 0.51], [-0.68, 0.15, 0.04], [1.57, 0.45, 2.08], [0.20, -0.39, 2.87], [1.87, -2.03, 1.80], [1.70, -1.17, 0.20], [-1.05, -1.93, 1.14], [1.55, -3.83, 2.78], [-0.13, -3.59, 3.40], [0.62, -6.40, 2.19], [1.37, -5.84, 3.75], [-1.52, -6.63, 3.16], [-1.34, -5.29, 4.39], [-1.44, -7.85, 5.12], [-0.25, -6.73, 5.97], [0.78, -8.67, 6.71], [-2.05, -4.43, 2.16], [-2.16, -3.73, 0.51], [-2.69, -6.35, 0.95], [-0.93, -6.63, 0.70], [-3.17, -5.36, -1.14], [-1.46, -4.84, -1.42], [-2.18, -7.51, -3.76], [-1.58, -5.76, -3.59], [-3.35, -6.20, -3.22], [0.97, 3.71, -4.08], [2.22, 3.59, -3.22], [2.13, 2.57, -2.23], [1.97, 1.24, -2.72], [3.13, 0.77, -3.57], [0.08, 3.79, -3.46], [1.04, 4.58, -4.73], [0.85, 2.83, -4.72], [2.36, 4.52, -2.67], [3.11, 3.45, -3.83], [1.01, 1.14, -3.25], [1.89, 0.60, -1.83], [3.19, 1.32, -4.51], [3.03, -0.29, -3.81], [4.08, 0.93, -3.04], [6.69, 2.47, -3.59], [6.16, 3.31, -4.73], [5.65, 4.57, -4.31], [6.57, 5.45, -3.70], [7.73, 5.85, -4.60], [5.95, 2.38, -2.79], [6.95, 1.47, -3.94], [7.59, 2.91, -3.15], [5.32, 2.79, -5.20], [6.91, 3.45, -5.51], [6.94, 5.02, -2.76], [6.01, 6.35, -3.43], [8.38, 5.00, -4.82], [8.33, 6.63, -4.13], [7.35, 6.23, -5.56]], "mulliken_charge": [-0.943, -0.545, -0.621, -0.559, -0.707, -0.700, -0.418, -0.695, -0.099, -1.085, -0.576, -0.196, -0.155, -0.608, 1.887, -0.422, -0.619, -1.019, -0.579, -0.315, -0.699, -0.238, 0.212, -0.463, -1.200, -0.675, -0.438, -0.373, -0.627, 0.319, 0.245, 0.245, 0.321, 0.296, 0.368, 0.246, 0.251, 0.362, 0.278, 0.455, 0.405, 0.191, 0.226, 0.387, 0.176, 0.343, 0.334, 0.092, 0.391, 0.353, 0.349, 0.216, 0.706, 0.400, 0.369, 0.282, 0.538, 0.001, 0.301, 0.337, 0.388, 0.308, 0.401, 0.622, 0.472, 0.255, 0.370, 0.069, 0.252, 0.267, 0.266, -1.175, 0.230, -0.432, 0.402, -1.077, 0.258, 0.436, 0.273, 0.333, -0.134, 0.277, -0.253, 0.265, 0.461, 0.159, -1.143, -0.311, -0.407, -0.337, -1.045, 0.247, 0.400, 0.348, 0.299, 0.376, 0.308, 0.321, 0.259, 0.396, 0.289], "multiplicity": 1, "largest_force_ha_per_bohr": 0.054, "smiles": "CCCCCCCCCCC[C@@H](C#N)[C@@](C#N)(CCCCOC=O)CCCOC.CCOCC.CCOCC", "molar_mass_g_mol": 554.9, "homo_energy_ev": -9.54, "orbital_gap_ev": 9.9, "e_lumo_ha": 0.01415, "charge": 0}

=====

{"formula": "C35H17F7HfN9", "method": "the ωB97M-V functional and the def2-TZVPD basis", "symbols": ["Hf", "C", "C", "C", "C", "C", "C", "N", "C", "C", "C", "C", "C", "C", "N", "N", "C", "C", "C", "C", "C", "N", "H", "H", "H", "H", "H", "H", "H", "H", "H", "H", "H", "H", "H", "F", "C", "C", "F", "C", "C", "C", "F", "C", "C", "C", "N", "C", "N", "F", "C", "C", "N", "C", "N", "F", "C", "F", "F", "C", "C", "C", "N", "C", "C", "H", "H", "H", "H"], "coordinates": [[-1.01, -0.60, -0.98], [1.32, 3.94, -2.64], [0.69, 3.35, -3.73], [-0.29, 2.39, -3.54], [-0.65, 2.05, -2.24], [-0.04, 2.64, -1.14], [0.96, 3.59, -1.35], [-1.63, 1.01, -2.02], [-2.84, 0.96, -2.74], [-3.49, 2.04, -3.31], [-4.70, 1.84, -3.95], [-5.30, 0.57, -4.04], [-4.67, -0.52, -3.48], [-3.46, -0.31, -2.82], [-2.69, -1.34, -2.26], [-2.99, -2.54, -2.38], [-2.04, -3.41, -1.78], [-2.21, -4.76, -1.93], [-1.25, -5.61, -1.38], [-0.17, -5.06, -0.70], [-0.07, -3.69, -0.59], [-0.99, -2.85, -1.11], [2.07, 4.69, -2.80], [0.97, 3.63, -4.74], [-0.77, 1.91, -4.39], [-0.39, 2.43, -0.13], [1.42, 4.07, -0.50], [-3.05, 3.03, -3.26], [-5.20, 2.69, -4.40], [-6.24, 0.46, -4.56], [-5.10, -1.51, -3.53], [-3.07, -5.13, -2.47], [-1.36, -6.68, -1.48], [0.59, -5.69, -0.26], [0.75, -3.24, -0.05], [4.45, -1.70, 3.67], [4.84, -0.66, 2.95], [6.03, -0.06, 3.21], [6.77, -0.52, 4.17], [6.49, 1.08, 2.45], [5.60, 1.53, 1.39], [4.43, 0.90, 1.15], [3.62, 1.34, 0.18], [3.99, -0.21, 1.91], [2.76, -0.84, 1.63], [1.89, -0.51, 0.60], [1.00, -0.46, -0.15], [2.17, -1.95, 2.31], [1.49, -2.80, 2.69], [5.94, 2.55, 0.66], [7.69, 1.70, 2.71], [8.58, 1.28, 3.74], [9.32, 1.01, 4.58], [8.17, 2.82, 1.97], [8.58, 3.75, 1.42], [-3.51, 0.30, 5.49], [-4.36, -0.03, 4.52], [-5.32, 0.89, 4.45], [-4.91, -1.21, 4.81], [-3.60, -0.14, 3.20], [-2.63, -1.12, 3.07], [-1.93, -1.20, 1.89], [-2.17, -0.36, 0.86], [-3.13, 0.59, 0.99], [-3.86, 0.73, 2.15], [-2.41, -1.81, 3.88], [-1.16, -1.95, 1.76], [-3.28, 1.25, 0.14], [-4.62, 1.50, 2.23]], "mulliken_charge": [0.742, -0.592, -0.824, -0.014, -0.132, 0.014, -0.886, 0.944, 0.079, -0.415, -0.765, -0.726, -0.546, 0.886, 0.648, -0.972, 0.180, -0.429, -0.327, -0.811, 0.166, -0.135, 0.450, 0.426, 0.563, 0.453, 0.502, 0.597, 0.451, 0.454, 0.526, 0.565, 0.465, 0.476, 0.163, -0.268, 0.079, 0.393, -0.233, 0.000, 0.148, 0.346, -0.255, 0.400, 0.400, 0.992, -0.916, -0.391, -0.542, -0.251, 1.488, -0.252, -0.286, -0.242, -0.311, -0.213, 0.737, -0.248, -0.220, 0.494, -1.195, 0.020, -0.181, 0.063, -0.940, 0.492, 0.494, 0.659, 0.558], "multiplicity": 1, "largest_force_ha_per_bohr": 0.030, "molar_mass_g_mol": 875.1, "homo_energy_ev": -16.22, "orbital_gap_ev": 5.5, "e_above_lowest_kcal_mol": 0.4, "e_lumo_ha": -0.39495, "charge": 3}

=====

{"formula": "C26H40INO3Sr", "method": "the ωB97M-V functional and the def2-TZVPD basis", "symbols": ["C", "C", "C", "C", "C", "C", "C", "C", "C", "C", "C", "C", "N", "C", "O", "C", "C", "C", "C", "C", "C", "I", "C", "C", "C", "C", "C", "O", "C", "C", "O", "H", "H", "H", "H", "H", "H", "H", "H", "H", "H", "H", "H", "H", "H", "H", "H", "H", "H", "H", "H", "H", "H", "H", "H", "H", "H", "H", "H", "H", "H", "H", "H", "H", "H", "H", "H", "H", "H", "H", "H", "Sr"], "coordinates": [[5.50, 2.39, -0.06], [6.29, 1.29, 0.78], [5.31, 0.52, 1.76], [4.89, -0.92, 1.22], [4.31, -0.88, -0.23], [3.94, -2.29, -0.83], [3.02, -3.19, 0.09], [1.48, -3.04, -0.27], [0.70, -4.40, -0.09], [-0.38, -4.36, 1.08], [-1.61, -3.53, 0.53], [-2.59, -3.00, 1.63], [-2.07, -1.85, 2.46], [-0.82, -1.25, 2.08], [0.24, -1.46, 2.55], [-1.26, -0.24, 0.96], [-0.53, 0.40, -0.12], [-1.28, 1.27, -1.04], [-0.41, 1.88, -2.21], [-2.72, 1.55, -0.88], [-3.50, 2.50, -1.84], [-4.06, 1.50, -3.72], [-2.80, 3.90, -2.06], [-2.29, 4.17, -3.60], [-3.46, 0.90, 0.22], [-4.98, 1.09, 0.51], [-5.21, 1.89, 1.87], [-5.90, 3.14, 1.66], [-2.71, 0.02, 1.08], [-3.13, -0.86, 2.30], [-4.12, -0.78, 2.96], [5.56, 3.40, 0.41], [4.42, 2.11, -0.17], [5.98, 2.48, -1.08], [6.86, 0.63, 0.09], [7.01, 1.86, 1.42], [5.79, 0.45, 2.77], [4.40, 1.16, 1.89], [5.78, -1.60, 1.31], [4.08, -1.27, 1.92], [3.42, -0.18, -0.32], [5.10, -0.44, -0.90], [3.51, -2.13, -1.86], [4.92, -2.84, -0.99], [3.29, -4.26, -0.12], [3.19, -3.03, 1.19], [1.44, -2.70, -1.35], [1.09, -2.19, 0.34], [1.41, -5.23, 0.10], [0.16, -4.59, -1.07], [-0.69, -5.41, 1.31], [0.03, -3.92, 2.03], [-1.25, -2.74, -0.20], [-2.20, -4.25, -0.10], [-2.89, -3.86, 2.28], [-3.51, -2.64, 1.08], [0.55, 0.19, -0.25], [-0.87, 1.52, -3.17], [0.62, 1.42, -2.17], [-0.30, 2.99, -2.14], [-4.49, 2.71, -1.34], [-1.92, 3.95, -1.31], [-3.49, 4.80, -1.80], [-1.68, 3.33, -4.01], [-1.62, 5.12, -3.70], [-3.22, 4.38, -4.27], [-5.39, 0.06, 0.71], [-5.58, 1.50, -0.34], [-5.87, 1.26, 2.53], [-4.25, 2.01, 2.45], [-6.25, 3.37, 2.53], [-3.00, 6.21, -2.45]], "mulliken_charge": [-0.922, -0.511, -0.847, -0.341, 0.338, -1.040, -0.587, 0.631, -1.216, -0.506, -0.527, -0.580, 0.077, -0.353, -0.398, -0.103, -1.038, 2.075, -0.985, 0.178, -0.932, 0.223, -0.581, -2.252, -0.532, -0.720, -0.533, -0.539, 0.911, -0.269, -0.494, 0.354, 0.124, 0.270, 0.361, 0.314, 0.396, 0.313, 0.272, 0.170, -0.440, 0.340, 0.360, 0.365, 0.455, 0.200, 0.349, -0.648, 0.504, 0.301, 0.400, 0.345, 0.155, 0.446, 0.374, 0.229, 0.302, 0.191, 0.353, 0.153, 0.431, 0.757, 0.246, 0.218, 0.651, 0.844, 0.406, 0.558, 0.390, 0.292, 0.336, 1.932], "multiplicity": 1, "largest_force_ha_per_bohr": 0.164, "molar_mass_g_mol": 629.1, "homo_energy_ev": -13.50, "orbital_gap_ev": 4.4, "e_lumo_ha": -0.33411, "charge": 2}